Record 1
ORCA calculation (the ωB97M-V functional and the def2-TZVPD basis) on a structure of composition C49H50BBrN6O2Ti at a distorted geometry.

Computed properties:
Spin multiplicity = 3
Gap between HOMO and LUMO (alpha / beta) = 5.45 / 8.12 eV
HOMO energy (alpha / beta) = -5.101 / -7.925 eV
<S²> = 2.030

```
110
Properties=species:S:1:pos:R:3:forces:R:3:lowdin_spin:R:1
Br 8.902 5.094 15.295 -0.2396 -0.3257 -0.1203 0.001
Ti 11.129 10.342 12.136 1.7104 0.4809 -1.2428 1.476
O 10.932 8.765 11.225 -1.6639 -4.1564 -1.3749 0.029
O 11.259 6.925 9.999 -1.0189 -0.1792 0.5474 0.006
N 11.321 13.009 13.277 1.1874 -0.8086 -1.6274 0.006
N 10.097 11.222 14.603 1.2950 -1.2955 -0.5696 0.031
N 12.215 12.060 12.713 1.3237 2.5480 0.3877 -0.009
N 10.837 10.162 14.001 -0.9123 -0.8939 4.1003 -0.031
N 9.057 12.415 12.669 -0.0184 -1.9718 -1.5130 0.009
N 9.558 11.528 11.699 -2.3205 1.8014 -1.6476 -0.011
C 13.437 10.922 5.847 -0.1145 -1.1620 -1.3393 0.000
C 12.542 13.309 5.714 0.7373 -1.1226 2.2033 0.000
C 13.258 5.636 14.489 0.5047 0.0761 -0.5639 0.023
C 12.688 7.844 13.727 0.2288 -0.4921 0.2254 0.022
C 9.354 6.872 11.601 1.1861 -0.1416 -1.6518 0.002
C 13.540 12.362 6.215 -0.7294 2.4381 -0.8287 0.000
C 9.163 9.078 7.208 1.3028 0.3556 1.0433 0.009
C 10.150 10.484 8.920 0.5254 0.8250 0.5892 0.011
C 10.316 9.578 7.890 -2.1267 -0.5679 -0.8727 -0.001
C 14.644 12.855 6.956 -0.7937 0.8706 0.7079 0.000
C 11.676 6.987 15.730 0.5117 -0.6083 0.5277 0.021
C 8.055 7.046 11.133 0.8006 0.9085 1.7459 0.001
C 11.814 7.998 14.806 -0.0421 -0.5020 -0.5589 0.008
C 9.577 6.117 12.727 0.7171 -0.1585 1.4378 0.000
C 11.527 12.806 4.708 0.4814 0.8300 -1.0068 0.000
C 14.593 12.349 12.209 3.2408 -0.8959 -0.3725 0.003
C 10.578 7.483 10.832 1.2934 1.4280 0.3739 0.007
C 16.313 10.769 12.931 0.1021 0.5392 -0.5456 -0.001
C 10.755 15.417 13.167 -0.2524 -0.3721 -1.1264 0.005
C 15.763 14.722 8.278 0.8655 0.0893 -0.4721 0.000
C 15.598 13.317 12.383 -0.0784 0.1826 0.2372 0.011
C 7.218 6.240 13.287 1.8871 0.6061 -0.9125 0.000
C 8.658 11.519 10.633 0.4318 1.9892 3.6144 0.035
C 11.642 14.233 12.827 0.5904 0.8198 -0.0529 0.030
C 10.992 9.147 14.960 -1.8004 4.3185 -0.2608 0.089
C 9.749 10.823 15.835 0.6664 0.4546 -0.0498 0.052
C 7.039 6.929 12.067 -1.0099 -0.8402 0.4109 0.000
C 7.055 13.652 13.136 -1.2513 1.6006 0.8498 0.004
C 8.895 10.842 9.399 -1.4778 -1.6117 -1.8933 0.001
C 12.502 5.867 15.629 -0.6569 0.2894 0.6063 -0.002
C 12.868 14.171 12.147 -0.4112 -0.4905 0.8338 0.001
C 15.828 11.924 7.196 -0.4662 -1.1246 0.5416 0.000
C 8.521 5.846 13.600 -0.3437 0.1489 -0.7717 0.000
C 13.343 6.638 13.483 -0.4599 -0.4025 0.3043 -0.003
C 9.047 11.738 16.730 -0.5235 0.5297 1.1838 0.010
C 10.282 9.601 16.118 0.2993 -1.7754 -0.0449 0.013
C 14.578 14.191 7.513 -0.7666 -1.1358 -1.4933 0.000
C 7.741 10.337 8.688 1.4680 0.6940 1.6373 0.007
C 11.232 15.467 6.064 0.2411 0.4169 0.1259 0.000
C 7.882 9.438 7.673 0.8779 -0.2161 -1.0207 -0.001
C 15.093 11.029 12.326 -1.1279 -0.4353 0.3597 0.014
C 13.249 12.818 12.175 -3.2240 -0.0698 0.9325 0.050
C 13.316 16.408 7.783 -1.2094 0.5070 0.5816 0.000
C 7.828 12.781 12.284 0.7640 0.4914 0.2208 0.021
C 16.874 13.057 12.914 -1.0731 1.6166 -0.8933 0.000
C 17.233 11.780 13.219 -0.0196 -0.7359 0.6259 0.011
C 13.412 14.993 7.265 1.4666 -0.2602 -0.5311 0.000
C 12.438 14.580 6.346 -0.4048 -1.4002 -0.8210 0.000
C 7.540 12.316 11.046 -0.0193 -1.3980 -2.1720 0.006
B 9.979 12.639 13.921 -0.5559 -0.7531 -0.1490 0.006
H 9.122 11.293 17.752 -0.1316 0.7962 -0.6460 0.000
H 11.274 9.165 7.654 0.4773 0.2268 -0.2790 0.000
H 11.020 11.013 9.335 -0.1825 -0.5624 0.0867 0.005
H 6.265 14.188 12.555 0.5420 -0.5233 0.5468 0.000
H 12.390 10.492 5.831 1.0575 0.7037 0.4435 0.000
H 10.307 14.971 5.769 0.2975 -0.3897 0.0753 0.000
H 12.889 8.720 13.147 0.0491 0.1962 -0.7115 0.005
H 13.816 4.691 14.399 -0.2923 0.5765 -0.0748 0.001
H 16.807 12.392 7.369 -0.5028 -0.1103 -0.3712 0.000
H 11.434 16.201 5.269 0.0787 -0.0364 0.2230 0.000
H 11.150 13.686 4.122 -0.0245 -0.9243 0.5912 0.000
H 15.936 15.791 8.006 -0.1343 -0.7286 0.6718 0.000
H 6.073 7.401 11.887 0.0087 -0.5513 -0.2950 0.000
H 15.672 11.216 8.048 -0.0698 0.8649 0.0056 0.000
H 12.470 5.231 16.516 0.2162 -0.4331 -0.6547 -0.001
H 17.476 13.950 13.111 0.1272 -0.6174 -0.0836 0.000
H 10.706 12.208 5.120 0.0140 0.3103 0.1153 0.000
H 14.505 10.134 12.047 -0.0137 0.7379 0.3249 0.006
H 13.945 16.527 8.687 -0.3059 0.3572 -0.7174 0.000
H 6.998 9.005 7.246 -0.2270 -0.0650 -0.4061 0.000
H 13.817 6.462 12.495 0.0076 0.1619 1.0152 -0.001
H 6.637 12.477 10.434 0.6523 0.0795 0.6546 0.000
H 9.364 8.423 6.354 -0.5234 0.0504 0.4525 0.001
H 11.005 16.028 6.980 -0.1628 -0.1028 -0.4748 0.000
H 15.319 14.343 12.167 0.3008 -0.0307 0.3162 0.001
H 7.727 14.420 13.568 -0.5514 -0.3664 0.0091 0.001
H 10.948 16.306 12.523 0.1956 -0.6814 0.6841 0.000
H 6.768 10.640 9.041 -0.1816 -0.1690 0.0526 0.000
H 9.469 12.779 16.661 -0.4239 -1.1051 0.3844 0.002
H 7.947 7.425 10.158 -0.5351 0.8154 -0.9032 0.000
H 14.085 10.348 6.528 -0.5955 -0.1302 -0.4039 0.000
H 15.860 11.164 6.404 0.5374 0.6967 -0.2714 0.000
H 9.575 13.551 14.678 0.3108 -1.1039 -0.7187 0.001
H 13.570 14.961 11.929 -0.6340 0.2685 -0.2323 -0.001
H 6.459 6.007 13.982 -0.9330 0.2326 0.4807 0.000
H 10.581 5.756 12.993 -0.3568 0.5439 -0.0504 0.000
H 10.958 7.078 16.558 0.5490 -0.0657 -0.4496 0.001
H 10.840 15.623 14.222 0.0783 0.4494 0.3191 0.001
H 10.133 9.000 17.027 0.1466 0.7030 -0.4979 0.000
H 6.587 13.078 13.958 0.1264 0.4208 -0.2777 0.001
H 7.983 11.778 16.457 0.1448 0.1853 0.1574 0.003
H 16.502 9.754 13.185 0.4347 -0.6748 -0.0070 0.000
H 15.607 14.544 9.344 0.0557 0.5322 0.1692 0.000
H 9.700 15.135 12.987 0.5112 0.1698 0.0322 0.001
H 13.779 10.720 4.781 -0.0741 0.2573 1.1439 0.000
H 12.030 12.163 3.962 -0.1773 0.2167 0.3468 0.000
H 16.732 14.187 8.056 -1.1811 0.5226 -0.0042 0.000
H 18.170 11.594 13.735 -0.1358 -0.2137 -0.1318 0.001
H 13.473 17.194 6.992 0.4345 -0.7815 0.7650 0.000
H 12.239 16.620 8.073 1.4019 -0.2613 0.1400 0.000
```
Positions in Å, forces in eV/Å.

=====

Record 2
ORCA calculation (the ωB97M-V functional and the def2-TZVPD basis) on a structure of composition C49H51BrFN3O6PbS3Sb2Se at a distorted geometry.

Computed properties:
Gap between HOMO and LUMO = 4.55 eV
HOMO energy = -6.247 eV

```
118
Properties=species:S:1:pos:R:3:forces:R:3:lowdin_charge:R:1
Pb 0.590 -0.160 -1.589 0.6998 0.8459 0.9187 0.961
Sb -2.253 0.799 -2.461 -1.0861 0.3587 -0.4796 1.321
Sb -1.367 -2.351 -0.603 -0.8399 -1.2310 -0.0187 1.328
Br 7.586 -3.376 -2.260 -0.0925 0.0314 0.0411 0.700
Se 0.620 -0.920 -4.275 -0.3527 -0.0302 -0.7547 0.519
S -1.276 1.856 -7.334 0.1923 -0.1818 -0.1946 1.057
S 3.299 1.772 -6.907 0.0832 -0.1853 0.2622 1.056
S 0.471 3.743 -3.658 -0.0923 0.0336 -0.1762 1.092
F -1.681 -2.042 4.882 -0.0371 -0.0401 0.0518 0.057
O 1.438 4.135 0.204 -0.0637 0.0997 -0.1061 -0.001
O 2.481 -2.000 2.079 0.0597 0.0648 -0.0005 -0.001
O 1.186 2.193 -0.881 -0.2370 -0.0903 0.3701 -0.239
O -0.851 0.720 0.915 -0.0357 -0.0588 -0.2085 -0.055
O 1.342 -1.842 0.164 0.2156 -0.0764 -0.0258 -0.350
O 0.204 0.931 -4.421 0.4945 -0.1824 0.2885 -0.694
N -0.236 -0.842 7.047 -0.1235 -0.0401 -0.0285 -0.125
N 1.282 2.526 3.896 0.1656 0.0224 -0.1822 0.021
N 0.991 -1.513 9.034 0.0964 -0.0765 0.1202 0.040
C -5.227 -3.163 -1.815 0.0237 0.0047 -0.0254 -0.060
C 0.707 4.123 -6.180 -0.1060 -0.0720 0.0795 -0.156
C -3.902 0.311 -1.056 0.4040 0.0331 -0.1275 -0.294
C 4.768 1.593 -6.032 -0.1360 0.1129 -0.2545 -0.409
C 0.220 1.181 -6.794 -0.0344 0.1790 0.0417 -0.495
C 0.594 5.410 -5.596 0.0164 0.0703 -0.0566 -0.183
C -3.041 -0.177 -4.211 0.1967 -0.0319 0.1894 -0.284
C -0.127 0.740 3.143 0.0362 -0.1226 0.2142 -0.029
C -6.218 -2.879 -2.738 -0.0156 -0.0434 -0.0418 -0.095
C 4.775 -2.996 -1.986 0.0121 -0.0039 -0.0828 -0.119
C -6.494 -1.558 -3.055 -0.0243 0.0001 -0.0188 -0.094
C 5.986 -2.945 -1.320 0.1268 -0.0288 -0.0572 -0.689
C 1.419 2.879 2.576 -0.0492 0.0535 -0.0621 0.035
C 0.492 0.810 5.459 0.0269 0.0199 0.1754 0.048
C -0.257 -0.045 -8.705 0.0114 -0.0909 -0.0041 -0.176
C 0.448 5.353 -4.246 0.0529 -0.0712 0.1908 -0.393
C 3.615 -2.684 -1.291 0.0112 0.0672 0.0577 -0.024
C -0.102 1.225 1.750 -0.0755 -0.1173 -0.2297 -0.319
C -0.928 -0.937 4.663 0.0350 0.1949 -0.0413 -0.188
C -0.575 -2.232 7.303 0.1701 0.0982 -0.0865 -0.125
C -1.323 0.796 -8.683 -0.1785 0.1684 0.1897 -0.406
C 6.067 -2.589 0.016 -0.0217 0.0226 -0.0086 -0.128
C -5.746 -0.551 -2.473 -0.0159 -0.0137 0.0908 -0.081
C 0.621 0.166 -7.608 -0.0091 0.0269 -0.0655 -0.164
C 1.217 3.779 6.186 -0.1865 0.1248 -0.0314 -0.090
C 3.667 -2.336 0.053 -0.0706 -0.0012 0.1449 -0.130
C 0.279 -0.234 9.324 -0.3377 0.4495 -0.0905 -0.075
C 0.561 1.388 4.186 -0.3307 -0.3139 -0.0082 -0.103
C -3.517 -2.543 -0.126 0.4185 0.2083 0.0126 -0.307
C 4.898 -2.292 0.698 0.0451 -0.0216 -0.0527 -0.022
C -0.251 -0.331 5.718 0.0762 0.0799 -0.1463 -0.146
C -0.850 -0.418 3.402 -0.0044 -0.0647 0.0187 0.097
C 1.814 3.476 4.844 0.0393 0.0771 0.2798 -0.222
C 3.158 1.288 -4.407 -0.0768 0.0163 -0.0409 -0.140
C -4.719 -0.820 -1.565 -0.2141 -0.1395 -0.0248 -0.305
C -3.077 2.719 -3.022 0.2955 -0.1602 0.1793 -0.298
C 2.357 1.477 -5.489 0.0138 -0.1432 -0.0896 -0.485
C -4.481 -2.158 -1.197 -0.1452 0.0476 -0.0949 -0.286
C -1.482 -3.674 -2.311 0.0037 0.1545 0.1070 -0.297
C 4.541 1.332 -4.721 0.0778 0.0441 0.0964 -0.171
C 0.003 -2.580 8.698 -0.3158 -0.2680 -0.2332 -0.071
C 0.629 3.123 -5.254 -0.2870 -0.1135 0.0855 -0.485
C -0.817 -3.958 0.729 0.0772 0.3740 -0.0364 -0.290
C 2.592 3.167 6.089 0.2483 -0.0934 -0.0228 -0.090
C 1.152 2.937 0.141 0.3087 -0.0104 0.1052 -0.637
C -0.680 0.013 8.132 -0.0343 -0.1513 -0.0224 -0.113
C 0.821 2.295 1.516 0.1672 0.2043 -0.4208 -0.012
C 2.406 -2.029 0.848 -0.1928 -0.0420 0.0992 -0.636
C 0.839 1.634 -5.489 0.2442 0.1175 -0.1837 -0.601
H -3.649 -3.594 0.128 0.0236 0.0025 0.0480 0.050
H 4.736 -3.269 -3.031 0.0062 0.0001 -0.0085 0.102
H -1.698 -4.694 -1.995 -0.0303 0.0064 0.0359 0.006
H -0.088 -0.790 -9.467 -0.0420 -0.0010 -0.0331 0.100
H -0.263 -0.334 10.262 0.1071 -0.1155 0.0388 0.132
H 0.493 -3.551 8.694 0.0925 0.0601 0.0555 0.136
H 1.046 1.220 6.288 0.0354 0.0138 -0.0372 0.085
H -2.400 0.094 -5.049 0.0579 0.0023 0.0188 -0.023
H -0.115 -2.844 6.530 0.0031 -0.0457 0.0580 0.140
H 5.324 1.181 -3.992 0.0272 0.0016 -0.0012 0.103
H 0.185 -4.268 0.443 0.0370 -0.0016 0.0306 0.005
H -0.534 -3.648 -2.846 0.0045 -0.0187 -0.0217 -0.015
H -6.783 -3.683 -3.191 0.0007 -0.0078 -0.0082 0.097
H -4.064 0.139 -4.405 0.0012 0.0609 0.0614 0.005
H -1.714 -0.214 8.422 0.0155 -0.0054 0.0115 0.136
H -2.265 -3.323 -2.982 0.0019 0.0003 -0.0329 -0.006
H 7.027 -2.546 0.511 0.0107 -0.0122 -0.0014 0.095
H -1.515 -4.787 0.616 -0.0685 0.0555 -0.0475 0.002
H -3.016 -1.258 -4.085 -0.0025 -0.0148 -0.0055 0.001
H 0.391 3.178 6.536 0.0321 -0.0655 -0.0322 0.081
H 1.509 -0.421 -7.436 0.0344 0.0363 0.0464 0.097
H -4.132 2.612 -3.274 0.0048 -0.1128 0.0477 0.002
H -2.957 3.423 -2.200 0.0007 0.0423 -0.0191 0.005
H -2.136 0.872 -9.387 0.0016 -0.0627 -0.0361 0.059
H -0.652 1.054 7.824 0.0560 0.0032 0.0448 0.124
H 0.846 3.950 -7.237 0.0079 -0.0273 -0.0231 0.105
H 2.658 -2.715 -1.797 0.0007 -0.0101 0.0110 0.098
H 4.922 -2.023 1.745 -0.0374 -0.0070 0.0097 0.112
H 1.523 -1.350 8.170 0.0704 0.0288 0.0718 0.187
H -0.767 -2.580 9.468 0.0921 0.0623 0.0707 0.133
H 2.167 4.345 4.310 -0.0161 -0.0164 -0.0227 0.146
H 0.626 6.329 -6.162 -0.0205 0.0343 0.0132 0.097
H -1.357 -0.902 2.579 -0.0249 0.0083 -0.0742 0.131
H 5.707 1.694 -6.551 0.0492 -0.0364 0.0417 0.058
H 1.134 4.819 6.466 0.0334 0.0159 -0.0244 0.103
H 1.616 -1.780 9.792 -0.0023 -0.0132 -0.0094 0.186
H 2.050 3.733 2.369 -0.0635 0.0615 0.0733 0.138
H -2.529 3.083 -3.886 0.0529 0.0547 -0.0564 -0.016
H -3.687 -1.947 0.775 0.0532 -0.0266 0.0190 0.058
H -4.491 1.224 -0.974 0.0225 0.0106 0.0027 0.060
H -5.029 -4.194 -1.545 -0.0139 -0.0054 0.0182 0.108
H -0.791 -3.623 1.765 0.0251 0.0218 0.0011 -0.003
H -5.961 0.484 -2.715 0.0283 0.0038 -0.0395 0.111
H -7.285 -1.316 -3.752 0.0059 0.0135 -0.0081 0.099
H 1.013 0.564 9.423 0.1105 -0.1170 -0.0238 0.134
H 0.339 6.172 -3.553 0.0056 0.0099 0.0144 0.064
H -3.420 0.108 -0.103 -0.0162 0.0300 0.0911 0.025
H 2.755 2.141 6.384 -0.0853 -0.0227 -0.0432 0.086
H 2.776 1.148 -3.408 -0.0430 -0.0180 0.0571 0.085
H -1.652 -2.430 7.290 0.0304 0.0038 0.0615 0.132
H 3.443 3.802 6.293 0.0013 0.0247 -0.0186 0.102
```
Positions in Å, forces in eV/Å.